No. 1
The following is a DFT calculation (wB97M-V/def2-TZVPD) of a structure of composition C40H36As2N5O8RhS.

The geometry in ORCA input format:
```
! wB97M-V def2-TZVPD RIJCOSX def2/J DEFGRID3
* xyz 2 5
C -7.635 -2.958 -0.310
C -3.130 2.164 0.409
C -1.229 -1.451 -2.841
H -6.435 -0.502 -2.855
C 1.571 2.406 3.998
H -1.469 4.697 4.645
O -7.037 0.878 -1.407
C 8.374 -4.635 1.337
H 0.801 -3.883 -3.304
C 4.944 -0.263 -0.368
C 7.328 -3.062 2.658
C -1.273 2.452 -5.136
O -0.098 -2.171 -2.664
H -6.090 1.215 -3.233
H 1.574 2.900 -2.506
C -2.049 0.672 -1.966
O -6.659 -1.964 -0.699
H 2.512 -2.044 -2.698
C 0.759 -1.776 2.518
C 0.342 4.758 6.601
C 0.562 2.503 3.044
H 0.741 -0.090 3.955
H 3.204 0.943 0.041
As -3.651 1.631 -1.408
H -0.656 -3.436 -4.229
H 0.580 -2.582 0.450
H 5.595 0.308 0.279
H -1.843 3.309 -5.473
C 0.862 2.553 0.612
H -0.251 2.727 -4.893
H -1.910 -2.171 1.843
C 1.498 3.140 5.169
C 6.959 -2.289 1.581
H 0.969 4.646 1.384
O -5.020 -3.268 0.121
H 6.417 -1.367 1.723
S 7.083 -1.884 -1.145
C 0.621 0.359 1.793
O -1.960 1.976 -3.950
H -7.757 0.608 -3.274
C 0.665 1.777 1.746
N 0.552 -0.480 0.682
H 1.546 5.257 -1.160
H -8.578 -2.606 -0.711
H -2.146 -0.465 1.406
H 0.837 -2.656 3.136
As -2.654 -2.034 -0.578
H -7.676 -3.025 0.774
C 3.614 0.105 -0.510
O -6.280 0.875 0.669
C 1.350 3.059 -1.460
H 0.845 -2.528 -4.483
H 7.077 -2.754 3.665
H 4.857 -2.846 -2.585
O -1.924 -1.516 -3.810
C -1.602 -0.608 -1.600
C 0.404 3.970 5.396
N 1.080 2.030 -0.667
C -2.538 -1.472 1.300
C -6.796 0.521 -2.778
C 0.645 -1.748 1.136
O -0.107 0.909 -3.285
C 7.353 -2.742 0.306
C 1.339 4.282 -0.752
C 1.037 3.967 0.549
H -1.286 1.663 -5.883
C -6.112 0.609 -0.489
C 3.223 -1.560 -2.043
N 0.298 5.392 7.557
H -3.547 -1.519 1.706
N 2.777 -0.528 -1.331
C -0.532 3.331 3.280
H -4.035 2.186 1.014
C -0.617 4.058 4.455
Rh 0.400 0.109 -1.250
H 2.431 1.774 3.813
C 0.244 -3.064 -3.750
H -2.415 1.466 0.836
C 4.535 -2.011 -1.978
C -4.418 -1.193 -0.801
H 2.283 3.075 5.909
C 5.389 -1.343 -1.114
C 0.711 -0.448 2.939
C -4.755 0.087 -0.910
H 8.434 -4.292 -0.790
H 8.926 -5.566 1.294
N 8.017 -4.208 2.545
H -1.325 3.399 2.546
C -5.400 -2.250 -0.411
C -1.307 1.208 -3.134
C 8.097 -3.933 0.174
H -2.697 3.162 0.359
H -7.364 -3.924 -0.729
*
```

The value obtained for the total energy is -201394.34305 eV. The value obtained for the lowest unoccupied orbital energy (spin up / spin down) is -0.2242 / -0.3744 hartree. As for the expectation value of S²: 6.056.



No. 2
The following is a DFT calculation (wB97M-V/def2-TZVPD) of a structure of composition C40H36Br2HgN7OS4.

The geometry in ORCA input format:
```
! wB97M-V def2-TZVPD RIJCOSX def2/J DEFGRID3
* xyz -1 1
H -3.216 -3.413 -3.591
H -1.465 -0.917 2.705
C -1.145 1.686 -7.953
H -1.384 -1.896 -2.977
C -5.806 -3.466 -2.033
H 3.455 -3.796 -1.430
C -1.281 4.056 -8.324
C -1.929 -5.085 -4.000
C -0.102 3.141 1.494
C -1.344 2.760 3.663
H -5.291 -4.397 -1.825
C -5.149 -2.263 -1.847
Br -2.756 2.509 6.111
N 0.538 2.544 0.491
C -1.121 4.266 -6.957
H -0.704 5.018 2.410
C -3.098 0.232 -5.030
C 1.070 -2.187 1.845
C -2.051 0.527 4.191
C -0.227 -4.348 3.050
H 1.804 -4.202 -1.524
H 1.454 -4.996 -3.802
C 2.377 -2.579 -2.550
H -1.423 2.589 -9.881
H -2.552 -0.182 4.834
O 0.221 -2.957 -0.176
N -3.895 0.343 -2.766
C -0.978 3.191 -6.099
C -1.980 1.871 4.508
H -5.725 1.085 -2.057
C -4.183 0.747 -4.112
S 0.194 0.754 -2.817
H -7.617 -0.145 -2.757
H -4.708 0.289 -0.866
C -7.772 -2.290 -2.747
N -1.831 0.758 -4.600
H -1.111 5.275 -6.564
C -0.786 2.250 2.489
N 1.161 -2.398 -3.091
C -7.110 -1.082 -2.552
H 1.756 -1.722 3.794
C 0.430 -4.658 -3.735
H -2.736 -5.758 -4.258
C -0.158 4.529 1.619
H 1.677 5.253 -1.133
C -5.040 0.237 -1.901
H 0.646 -3.644 4.897
C -1.293 2.764 -8.820
H -7.631 -4.428 -2.641
H -0.884 -4.701 1.003
N 0.332 -3.078 1.106
C -0.317 -4.109 1.705
C -0.823 0.731 -5.629
C 0.547 -3.491 3.831
C -1.449 0.125 3.008
C -0.983 1.886 -6.590
H -5.151 0.329 -4.406
C 0.156 -3.351 -3.346
C -7.121 -3.485 -2.489
H -1.157 0.673 -8.340
H -0.869 3.340 -5.032
H -0.388 -6.534 -4.349
H -4.124 -2.235 -1.494
H -0.757 -5.190 3.470
C 0.495 5.290 0.669
S 3.555 -1.392 -2.556
H -1.400 4.899 -8.993
C -2.547 0.399 -2.319
H -0.854 -0.212 -6.197
Hg 0.127 -0.108 -0.476
C 1.168 4.681 -0.372
C -0.614 -5.518 -4.046
C 1.170 -2.429 3.223
H -1.289 3.803 3.930
H -4.244 1.843 -4.211
H 1.615 2.759 -1.235
C -1.539 0.615 -3.204
H -3.286 0.560 -6.056
H 0.873 -1.424 -3.231
H -8.794 -2.294 -3.106
N -0.832 0.959 2.186
H -3.114 -0.871 -5.020
C -2.197 -3.773 -3.627
H 0.163 0.780 -5.170
C 1.147 3.294 -0.416
C -1.169 -2.913 -3.287
S 1.851 -0.844 1.107
Br 0.447 7.176 0.795
N 2.615 -3.803 -1.985
C -5.797 -1.056 -2.106
S -2.360 0.065 -0.585
*
```

The value obtained for the total energy is -242146.13307 eV. The value obtained for the lowest unoccupied orbital energy is 0.0695 hartree.



No. 3
The following is a DFT calculation (wB97M-V/def2-TZVPD) of a structure of composition C40H36BrKN10O2.

The geometry in ORCA input format:
```
! wB97M-V def2-TZVPD RIJCOSX def2/J DEFGRID3
* xyz 0 1
N 0.167 0.120 -2.420
H 2.806 4.761 3.883
C 1.954 4.076 2.017
H 0.544 2.137 -2.459
C 4.417 -1.135 -1.852
H -3.945 -0.505 -0.243
N -0.398 -2.198 -0.935
H 5.325 -0.680 -2.222
C -1.553 -2.924 -0.428
C 0.501 0.441 5.521
H -1.903 3.458 1.660
C 0.976 1.237 -4.372
H -2.432 -2.565 -0.965
C 2.088 -0.831 3.773
H -1.747 4.730 0.435
C -3.083 0.029 -4.589
C -1.417 3.722 0.722
H -3.097 1.569 0.796
H 1.320 -0.007 -6.094
H -2.646 0.768 -5.247
H -0.130 1.019 6.181
N -1.942 -1.453 1.454
H -3.878 2.856 -0.134
H 3.659 0.687 -1.003
C 4.506 3.484 1.208
C -3.259 1.187 -1.291
H -3.355 -1.460 -6.093
C 4.155 -2.480 -2.032
C 3.466 3.213 0.338
H -1.671 -4.796 1.540
H 3.650 2.817 -0.652
H 0.784 -2.373 0.782
C -4.225 -1.898 -2.835
H 2.734 -2.096 5.388
H -2.253 -0.200 3.044
C 0.180 -1.029 -3.083
C 0.059 3.737 0.969
N -2.939 1.459 -2.523
H -1.349 -2.445 -2.765
H 4.858 -3.117 -2.554
C -0.376 1.863 3.647
C 2.990 4.337 2.904
H 0.081 4.206 2.990
H 1.249 -0.904 7.019
C 2.169 3.489 0.764
C 0.539 0.769 4.174
C 1.276 -0.611 5.977
H -1.469 -4.008 -0.624
C 4.269 4.025 2.480
H 2.728 -4.046 -1.640
H 0.595 -2.077 -4.913
H 0.847 -3.785 -0.275
H 5.108 4.209 3.138
C 0.558 1.227 -3.052
C -3.807 -0.651 -2.380
C 2.972 -2.998 -1.526
C 0.815 -2.683 -0.268
H -1.588 3.039 -1.218
K -0.028 0.527 0.408
N 1.341 0.138 3.295
N -3.812 -0.054 -1.134
H 5.524 3.277 0.903
N 2.348 -0.853 -0.680
C 0.594 -1.118 -4.409
H 0.257 -3.139 -2.725
C -3.054 2.125 -0.146
C -2.217 -2.258 3.696
N 0.586 4.276 2.104
C 0.994 0.033 -5.062
H 1.283 2.163 -4.839
C 3.482 -0.369 -1.170
C -2.157 -1.239 2.754
H -4.679 -2.630 -2.179
C -1.779 -2.717 1.049
C 2.099 -1.277 5.086
Br 3.272 -1.690 2.543
C -4.047 -2.162 -4.182
N 0.948 3.258 0.134
C -3.256 0.312 -3.236
H -4.358 -3.118 -4.582
H -2.078 -4.384 3.973
C 2.096 -2.152 -0.860
C -2.045 -3.562 3.270
C -1.822 -3.795 1.922
C -0.336 -2.275 -2.388
C -3.478 -1.214 -5.046
N -1.738 2.713 -0.272
H -2.386 -2.018 4.736
O -0.404 2.919 4.307
O -1.033 1.570 2.617
*
```

The value obtained for the total energy is -147432.81016 eV. The value obtained for the lowest unoccupied orbital energy is 0.0089 hartree.



No. 4
The following is a DFT calculation (wB97M-V/def2-TZVPD) of a structure of composition C40H36CoI3N6O7.

The geometry in ORCA input format:
```
! wB97M-V def2-TZVPD RIJCOSX def2/J DEFGRID3
* xyz -1 4
C -5.592 1.504 -3.083
C -2.742 -2.110 4.116
N -3.053 -3.972 0.965
C 2.090 -4.426 -0.374
H 1.708 -0.224 -1.340
C -3.865 1.598 1.055
H -3.371 3.849 -4.069
O -1.640 -0.664 0.172
H -3.750 3.666 3.743
N 2.370 -1.288 2.880
C -1.299 -3.992 4.259
H 1.412 -1.056 3.128
C -4.131 2.901 3.078
O 0.864 2.089 -0.299
C 3.555 -0.629 -2.322
H -1.772 2.751 -0.038
I -0.399 0.854 3.036
O -1.764 1.798 -0.176
H -2.297 3.147 -1.997
C -0.774 -1.102 -2.963
H -6.645 0.669 2.771
O 2.110 3.739 -1.114
H -3.898 -3.493 0.691
C 5.041 1.257 -2.594
C -2.807 -0.313 -0.174
H 5.982 1.667 -2.937
I 6.171 -1.341 -3.681
H -1.258 -2.706 0.094
H -6.518 1.033 -3.390
H -5.833 2.442 4.304
C 2.879 1.562 -1.540
H 3.339 -1.681 -2.462
C -0.250 1.105 -3.277
C 0.114 0.890 -4.598
C -0.324 -3.238 -0.026
N -1.408 -5.439 0.128
C -4.986 1.107 -1.900
H -0.578 -4.593 4.805
I -0.498 -3.387 -4.933
H -1.337 -6.346 -0.303
C 1.871 2.545 -0.935
H -0.172 2.087 -2.822
H -1.145 -1.861 -2.283
H -0.438 -1.929 6.201
H 2.770 -2.394 -0.588
C -3.782 1.677 -1.486
C 0.046 -0.400 -5.104
N 4.228 -0.564 1.693
C -3.112 -2.486 2.838
H 1.063 -6.310 -0.170
H -5.436 0.320 -1.317
C -2.572 -3.627 2.251
O 2.165 0.054 1.047
H 0.341 -0.617 -6.122
H -1.237 -5.289 2.561
O -3.744 -1.070 -0.429
Co -0.022 0.490 0.537
C -1.830 -2.857 4.855
C -0.264 -4.631 -0.010
C 2.865 -0.572 1.838
H 2.981 -1.543 3.636
H -2.125 -1.726 6.663
H -2.502 3.127 1.741
C -3.227 2.676 -2.283
C -5.037 0.915 1.381
C -0.404 -1.405 -4.265
C 4.755 -0.089 -2.758
C -5.742 1.221 2.536
H -5.382 0.113 0.745
C -2.732 -4.996 0.124
C -1.409 -2.431 6.238
N 0.742 -2.466 -0.220
O -3.548 -5.515 -0.617
H -1.326 -3.289 6.908
C 2.631 0.203 -1.702
C -3.835 3.077 -3.466
C -3.426 2.594 1.921
C 1.927 -3.050 -0.393
H -3.155 -1.199 4.535
H -5.488 2.788 -4.807
H 3.070 -4.862 -0.520
H -3.799 -1.873 2.265
H 4.803 -1.233 2.170
C -5.019 2.487 -3.878
H 4.573 -0.174 0.832
C -5.292 2.215 3.394
C -1.657 -4.384 2.975
C 0.978 -5.229 -0.182
C -3.062 1.238 -0.204
C 4.090 2.074 -1.994
H 4.273 3.133 -1.873
N -0.683 0.132 -2.480
H 0.464 1.710 -5.212
*
```

The value obtained for the total energy is -127274.55258 eV. The value obtained for the lowest unoccupied orbital energy (spin up / spin down) is 0.0698 / 0.0698 hartree. As for the expectation value of S²: 3.756.



No. 5
The following is a DFT calculation (wB97M-V/def2-TZVPD) of a cluster of 4 separate species, C40H36FI2NO18 in total.

The geometry in ORCA input format:
```
! wB97M-V def2-TZVPD RIJCOSX def2/J DEFGRID3
* xyz 0 1
H -0.315 2.501 5.474
H -3.284 0.171 -0.836
C -3.065 2.533 0.986
H -3.287 3.316 0.273
F -4.209 -4.242 -2.994
C -5.298 8.247 -1.955
H -2.437 -2.745 -4.452
H 5.623 0.830 0.520
C -2.344 0.417 -3.278
H 5.937 -0.932 0.534
O -0.178 -6.934 -3.211
C -3.466 0.514 6.890
H -3.534 -1.993 -0.897
C -2.139 1.469 0.419
C -3.583 6.675 -1.289
I -0.789 -1.692 0.172
H -2.658 -3.432 -1.308
H 4.476 -2.337 -0.776
C -3.115 -2.545 -1.730
H 6.312 -4.558 1.665
H 0.160 -3.738 -3.659
H -2.180 0.643 1.112
C -2.498 1.093 7.802
C 3.973 -0.372 -0.115
H -0.695 -5.283 -4.981
C -3.295 0.642 5.566
H 3.167 1.556 0.357
C 3.734 -1.553 -0.811
H -2.363 -5.021 -4.560
H 9.056 -1.276 2.663
H -0.870 -4.065 -2.314
C -0.960 2.776 -2.096
C 8.111 -5.598 2.115
C 7.913 -3.195 2.229
H -0.859 2.120 8.992
C 0.387 -0.967 -2.494
H -3.814 0.385 3.792
N -1.253 3.849 -1.846
O -3.164 5.789 -0.572
H -0.925 -1.940 -4.295
C -2.693 7.194 -2.397
C -0.881 -3.866 -3.384
C -1.628 -2.571 -3.754
H 0.491 -1.985 -2.847
H 4.945 -0.213 1.762
H -1.139 1.896 0.392
O -1.494 6.642 -2.514
O -5.298 -2.387 -2.684
O -2.311 -6.770 -2.586
C 7.348 -4.506 1.971
C -2.637 1.031 -0.967
H -1.413 5.939 -1.834
O -3.017 -0.744 -3.233
H 0.440 -0.348 -3.389
O -2.338 1.155 -4.205
O -4.144 0.140 4.681
H -2.697 2.943 1.914
I -4.980 1.658 1.486
O 9.810 -1.873 2.834
C 1.601 -0.705 -1.635
O -0.557 1.567 -2.268
O -2.008 1.423 3.775
O 7.666 -6.827 1.896
O -0.499 2.362 8.117
C 9.359 -3.105 2.635
C -1.026 -0.871 -1.855
C -3.104 8.171 -3.222
H 2.402 -2.629 -2.096
H -3.260 1.791 -1.428
C -1.210 -6.339 -3.285
C -1.367 -5.125 -4.146
C -1.330 1.844 7.223
C 9.551 -5.511 2.545
C -1.552 0.574 -1.941
C 10.122 -4.196 2.783
H -2.481 8.553 -4.018
C 5.207 -0.154 0.708
C -2.138 -1.711 -2.579
O -6.483 8.840 -1.864
C 3.006 0.637 -0.191
O 7.286 -2.155 2.134
H -6.508 9.499 -2.584
C -4.899 7.274 -1.126
C 2.565 -1.708 -1.550
O 10.167 -6.552 2.668
H -4.310 -0.009 7.317
H 1.144 1.299 -0.976
C -4.311 -2.994 -2.514
C -4.423 8.750 -3.067
O -4.873 9.627 -3.784
H 8.417 -7.425 2.076
H 11.161 -4.143 3.076
C 1.850 0.486 -0.946
H -5.521 6.907 -0.322
C -1.153 1.968 5.900
C -2.111 1.371 4.988
O -2.570 1.013 9.014
H -2.445 -6.241 -1.792
*
```

The value obtained for the total energy is -99325.59540 eV. Its structure (SMILES) is Cc1ccc(C[C@]2(I)[C@@](CCCC(=O)O)(CC(=O)F)OC(=O)[C@]2(CCCI)OC#N)cc1.O=C1C=C(O)C(=O)C=C1O.O=C1C=C(O)C(=O)C=C1O.O=C1C=C(O)C(=O)C=C1O. The value obtained for the lowest unoccupied orbital energy is -0.0637 hartree.